No. 1
{
  "formula": "C16H46N2O6",
  "method": "the ωB97M-V functional and the def2-TZVPD basis",
  "symbols": ["C", "C", "O", "H", "H", "H", "H", "H", "H", "C", "C", "O", "H", "H", "H", "H", "H", "H", "C", "C", "O", "H", "H", "H", "H", "H", "H", "C", "C", "O", "H", "H", "H", "H", "H", "H", "C", "C", "C", "O", "C", "N", "H", "H", "H", "H", "H", "H", "H", "H", "H", "H", "H", "C", "C", "C", "O", "C", "N", "H", "H", "H", "H", "H", "H", "H", "H", "H", "H", "H"],
  "coordinates": [[-2.0091, 0.1333, -0.4516], [-0.6350, 0.7794, -0.3567], [-0.4134, 1.1353, 0.9912], [-2.0501, -0.4375, -1.3928], [-2.7795, 0.8836, -0.6290], [-2.2640, -0.6420, 0.2646], [-0.6413, 1.7066, -0.9453], [0.1404, 0.1430, -0.7893], [0.4802, 1.4217, 1.1691], [-5.8731, -3.2761, -1.0683], [-5.2102, -1.9336, -0.8533], [-6.1541, -0.9622, -0.3982], [-6.5582, -3.5118, -0.2562], [-5.1177, -4.0569, -1.1767], [-6.3868, -3.2074, -2.0271], [-4.8989, -1.5644, -1.8502], [-4.3164, -1.9228, -0.2168], [-5.6646, -0.3245, 0.1612], [-3.5357, 2.0353, 2.8443], [-4.1110, 0.7544, 2.2231], [-4.9770, 1.0349, 1.1265], [-4.2053, 2.9029, 2.8161], [-2.7331, 2.3882, 2.1901], [-3.2540, 1.8558, 3.8791], [-4.7355, 0.2722, 2.9856], [-3.2688, 0.1484, 1.9163], [-5.6111, 1.7106, 1.3795], [-0.6505, -3.4688, -3.3790], [0.7712, -3.2018, -2.8786], [1.7824, -4.0719, -3.3265], [-0.9994, -4.4426, -3.0300], [-0.6520, -3.4629, -4.4729], [-1.3797, -2.7234, -3.0628], [0.7103, -3.1010, -1.7922], [0.9811, -2.1628, -3.1760], [2.0119, -3.7600, -4.2072], [2.0385, 0.7264, 3.1273], [2.1130, -0.7770, 2.9193], [3.1012, -1.0890, 1.8294], [2.5790, -0.6939, 0.5661], [3.5738, -0.8816, -0.4055], [2.3204, -1.5272, 4.1494], [1.2901, 1.0395, 3.8572], [1.8094, 1.2358, 2.1950], [2.9926, 1.1823, 3.4136], [1.1621, -1.1796, 2.5503], [3.2634, -2.1813, 1.8020], [4.1445, -0.7650, 1.9617], [4.4609, -0.2517, -0.2536], [3.2227, -0.5826, -1.3897], [3.9007, -1.9247, -0.4516], [1.6211, -1.3493, 4.8528], [3.2317, -1.2881, 4.5330], [2.1929, 3.7169, 0.4087], [3.2555, 2.7417, -0.0976], [3.1103, 2.4219, -1.5805], [2.0594, 1.4968, -1.7912], [1.7298, 1.1784, -3.1044], [4.5663, 3.3191, 0.1158], [2.3937, 3.9334, 1.4620], [1.1940, 3.2706, 0.3575], [2.0399, 4.6754, -0.0902], [3.1510, 1.7938, 0.4436], [4.0234, 1.9035, -1.9115], [3.0185, 3.3170, -2.2027], [1.2920, 2.0151, -3.6497], [0.9184, 0.4386, -3.0774], [2.4577, 0.5769, -3.6620], [4.6410, 3.7176, 1.0378], [5.3390, 2.7190, -0.1249]],
  "forces_ev_per_angstrom": [[0.0743, -0.2982, -1.8500], [-0.3535, 0.2751, -0.1070], [-0.4849, -0.2851, 0.6572], [0.2070, 0.1234, -0.0531], [-0.2334, -0.0839, 0.7860], [0.1647, 0.4110, 0.5447], [-0.0027, -0.1879, -0.2284], [0.1302, -0.0996, 0.4357], [0.2656, -0.0438, -0.4264], [0.3739, 0.1842, -0.1451], [-0.0406, 1.1859, -0.8504], [0.2857, -0.2431, 0.5780], [-0.0176, -0.0845, -0.0587], [-0.0502, -0.0498, 0.1231], [-0.3965, -0.2395, 0.2040], [0.3956, -0.3179, 0.2730], [-0.2214, -0.3645, 0.0998], [-0.4190, -0.1286, -0.3218], [-0.0435, 0.3149, -1.0002], [-0.9385, 1.2663, 1.3390], [0.5865, -0.1831, -0.6298], [-0.5214, -0.4162, 0.2431], [0.4628, -0.2416, 0.5176], [0.4058, 0.1055, -0.0948], [0.4101, -0.4210, -0.0464], [-0.3009, -0.3274, -0.2660], [0.0179, 0.0080, 0.1331], [0.3585, -0.7660, -0.4434], [-1.2059, 1.8539, 0.3021], [-0.2667, -0.0012, 0.1027], [-0.0319, -0.0178, -0.1212], [-0.1063, -0.1381, 0.0138], [0.2424, 0.1718, 0.2319], [0.5620, -0.7158, 0.0900], [0.3383, -0.0906, -0.1375], [0.1171, -0.2512, 0.0000], [-0.1006, 0.7174, -0.1512], [-0.9196, 0.4078, 0.2785], [0.4941, -1.9298, -0.3330], [0.4754, 0.3815, 0.4074], [0.3485, 0.0423, -0.7365], [1.3767, -0.3255, -0.2526], [-0.0336, -0.1840, 0.0058], [-0.0288, -0.0467, -0.0870], [0.1222, -0.4019, 0.2539], [-0.0553, 0.5148, -0.2297], [-0.3651, -0.0311, 0.0482], [-0.2660, 0.8883, 0.2371], [0.0180, -0.0226, 0.4394], [-0.4874, -0.1288, 0.1001], [-0.0059, -0.0720, 0.0621], [-0.1367, 0.2141, -0.0735], [-0.2018, -0.0925, 0.2332], [-0.6896, -0.3573, 0.4608], [-0.3387, 0.2907, -0.3848], [0.5874, -0.8350, -0.5728], [-0.3222, 0.3205, 0.6915], [-1.0858, -0.9763, -0.2415], [-0.0750, 0.6473, -0.3882], [-0.0998, 0.0217, 0.0255], [0.1398, -0.2243, 0.1063], [0.7628, -0.0754, -0.3615], [-0.2846, -0.0285, -0.0397], [0.2425, 0.2513, 0.0255], [-0.2203, 0.1406, 0.1143], [0.5444, 0.2466, -0.2800], [-0.1987, 0.2286, 0.4728], [0.7201, 0.7711, -0.0344], [0.3020, -0.1298, 0.0674], [0.0181, -0.1265, 0.2419]],
  "nbo_charge": [-0.642, -0.059, -0.745, 0.206, 0.222, 0.210, 0.154, 0.173, 0.474, -0.629, -0.059, -0.763, 0.215, 0.205, 0.208, 0.148, 0.153, 0.499, -0.644, -0.065, -0.743, 0.198, 0.227, 0.215, 0.157, 0.198, 0.479, -0.633, -0.065, -0.706, 0.210, 0.196, 0.214, 0.176, 0.142, 0.465, -0.609, -0.088, -0.070, -0.540, -0.254, -0.827, 0.214, 0.187, 0.199, 0.208, 0.179, 0.164, 0.156, 0.201, 0.173, 0.365, 0.346, -0.627, -0.063, -0.054, -0.557, -0.259, -0.852, 0.204, 0.215, 0.219, 0.180, 0.155, 0.177, 0.178, 0.187, 0.169, 0.365, 0.364],
  "e_tot_ha": -1198.03454,
  "multiplicity": 1,
  "smiles": "COC[C@H](C)N.COC[C@H](C)N.CCO.CCO.CCO.CCO",
  "e_homo_ev": -9.321,
  "e_lumo_ev": 0.58,
  "molar_mass_g_mol": 362.6,
  "total_charge": 0
}

***

No. 2
{
  "formula": "C5H7NO",
  "method": "the ωB97M-V functional and the def2-TZVPD basis",
  "symbols": ["C", "C", "C", "C", "C", "N", "O", "H", "H", "H", "H", "H", "H", "H"],
  "coordinates": [[-0.3531, 0.8647, -0.0011], [-1.5399, 0.6713, 0.1040], [1.9310, 0.2164, -0.0866], [-2.9981, 0.4562, -0.0025], [1.3941, -1.2028, -0.0657], [3.1982, 0.3538, 0.0154], [0.9390, 1.1480, -0.0536], [-3.4796, 1.3303, -0.1324], [-3.2729, -0.4177, -0.7989], [-3.2610, -0.0079, 1.0320], [0.5610, -1.3781, -0.7570], [2.1078, -1.8510, -0.3416], [1.2995, -1.5019, 1.0045], [3.4741, 1.3187, 0.0836]],
  "forces_ev_per_angstrom": [[-0.3573, -0.4151, 0.1837], [0.7824, 0.2432, -1.0197], [0.8253, -3.1280, 0.6097], [1.6720, -6.0423, 1.4454], [-1.5978, 1.6472, 1.1307], [-1.9678, 0.6256, -0.4449], [0.1008, 1.7540, -0.0064], [-1.8779, 2.7477, -0.6710], [0.6688, 2.4240, 1.7188], [-0.1383, 0.8678, -1.7566], [-0.2472, 0.1745, 0.8225], [2.9859, -1.9721, -1.3865], [-1.0120, 0.3980, -0.6951], [0.1632, 0.6756, 0.0694]],
  "nbo_charge": [0.279, -0.099, 0.583, -0.653, -0.705, -0.665, -0.484, 0.227, 0.234, 0.232, 0.230, 0.234, 0.241, 0.345],
  "e_tot_ha": -324.58585,
  "multiplicity": 1,
  "smiles": "[H]/N=C(/C)OC#CC",
  "e_homo_ev": -9.266,
  "e_lumo_ev": 0.81,
  "molar_mass_g_mol": 97.1,
  "total_charge": 0
}

***

No. 3
{
  "formula": "C46H53AlGeO5S2",
  "method": "the ωB97M-V functional and the def2-TZVPD basis",
  "symbols": ["Al", "C", "C", "C", "C", "O", "Ge", "O", "C", "C", "C", "C", "O", "C", "C", "C", "C", "H", "H", "H", "H", "H", "H", "H", "H", "H", "H", "H", "H", "H", "H", "H", "H", "H", "H", "H", "H", "H", "H", "H", "H", "H", "H", "H", "C", "C", "C", "C", "C", "C", "C", "S", "O", "C", "C", "C", "C", "C", "C", "C", "C", "C", "C", "C", "C", "C", "C", "C", "C", "C", "C", "C", "C", "S", "O", "C", "C", "C", "C", "C", "C", "C", "H", "H", "H", "H", "H", "H", "H", "H", "H", "H", "H", "H", "H", "H", "H", "H", "H", "H", "H", "H", "H", "H", "H", "H", "H", "H"],
  "coordinates": [[-0.3526, -1.8420, -1.7324], [-2.6050, -1.7293, -5.0619], [-2.0509, -0.6918, -4.0891], [-3.1644, -0.1318, -3.2166], [-1.3210, 0.4165, -4.8382], [-1.0852, -1.3728, -3.2383], [0.1494, -3.0299, -3.9698], [-0.5876, -3.5755, -2.1735], [-0.9419, -4.9307, -1.7601], [0.0830, -5.8814, -2.3658], [-0.8905, -4.9671, -0.2444], [-2.3460, -5.2291, -2.2663], [1.2362, -1.9662, -2.5822], [2.6675, -1.7693, -2.4429], [3.2825, -1.7605, -3.8344], [3.2406, -2.9009, -1.5968], [2.8645, -0.4275, -1.7494], [-3.4407, -1.3231, -5.6287], [-1.8351, -2.0342, -5.7783], [-2.9626, -2.6033, -4.5122], [-3.8089, 0.5164, -3.8080], [-3.7731, -0.9386, -2.8043], [-2.7502, 0.4478, -2.3922], [-1.9773, 0.8655, -5.5820], [-0.9993, 1.1963, -4.1472], [-0.4454, 0.0100, -5.3493], [1.0887, -5.6145, -2.0354], [-0.1219, -6.9061, -2.0619], [0.0359, -5.8447, -3.4588], [0.1114, -4.7175, 0.1115], [-1.6031, -4.2429, 0.1482], [-1.1587, -5.9558, 0.1235], [-2.3707, -5.1987, -3.3579], [-2.6597, -6.2202, -1.9428], [-3.0557, -4.4947, -1.8821], [3.1574, -2.7326, -4.3189], [2.8179, -0.9881, -4.4498], [4.3493, -1.5524, -3.7734], [3.0888, -3.8622, -2.0903], [4.3106, -2.7549, -1.4590], [2.7535, -2.9259, -0.6181], [2.5924, 0.3863, -2.4215], [2.2335, -0.3783, -0.8579], [3.9030, -0.3014, -1.4477], [-1.3992, 8.1901, -1.7897], [-1.1447, 6.7246, -1.6467], [-0.2265, 6.0704, -2.4725], [0.0341, 4.7210, -2.3156], [-0.6206, 4.0140, -1.3159], [-1.5708, 4.6237, -0.5125], [-1.8164, 5.9753, -0.6748], [-0.2100, 2.2864, -1.0886], [-1.3608, 1.6265, -0.4222], [1.0657, 2.4736, 0.1780], [2.2832, 3.0166, -0.2735], [3.3608, 3.0908, 0.5577], [3.2904, 2.5516, 1.8634], [4.4369, 2.4577, 2.6837], [4.3692, 1.8641, 3.9149], [3.1457, 1.3597, 4.3902], [2.0121, 1.4538, 3.6271], [2.0548, 2.0416, 2.3386], [0.9115, 2.0310, 1.4737], [-0.3820, 1.5944, 2.0668], [-1.1026, 2.5312, 2.8539], [-0.6411, 3.8477, 3.0502], [-1.3236, 4.7291, 3.8834], [-2.4872, 4.3309, 4.5311], [-2.9915, 3.0557, 4.3221], [-2.3134, 2.1390, 3.4836], [-2.7990, 0.8425, 3.2878], [-2.0718, -0.0910, 2.5625], [-0.8666, 0.2666, 1.9803], [0.2682, -0.9146, 1.2264], [-0.4323, -1.4480, -0.0762], [0.1870, -2.2844, 2.3364], [1.3514, -2.5120, 3.0650], [1.3649, -3.5125, 4.0204], [0.2378, -4.2999, 4.2579], [0.2567, -5.3656, 5.3048], [-0.9092, -4.0722, 3.4851], [-0.9417, -3.0758, 2.5333], [-1.3271, 8.5166, -2.8258], [-0.6435, 8.7510, -1.2328], [-2.3709, 8.4712, -1.3892], [0.2825, 6.6276, -3.2485], [0.7373, 4.2233, -2.9743], [-2.1048, 4.0426, 0.2306], [-2.5404, 6.4684, -0.0385], [2.3426, 3.4019, -1.2838], [4.2832, 3.5471, 0.2219], [5.3749, 2.8523, 2.3147], [5.2558, 1.7811, 4.5283], [3.1003, 0.8967, 5.3670], [1.0723, 1.0622, 3.9979], [0.2719, 4.1666, 2.5630], [-0.9460, 5.7321, 4.0305], [-2.9951, 5.0181, 5.1941], [-3.9100, 2.7451, 4.8053], [-3.7399, 0.5552, 3.7405], [-2.4507, -1.0960, 2.4759], [2.2311, -1.9020, 2.8926], [2.2615, -3.6858, 4.6006], [1.1952, -5.3658, 5.8532], [0.1235, -6.3499, 4.8519], [-0.5631, -5.2304, 6.0113], [-1.7906, -4.6801, 3.6476], [-1.8277, -2.9255, 1.9325]],
  "forces_ev_per_angstrom": [[0.4331, -0.3987, -0.4166], [0.2079, -0.0077, 0.1857], [-0.4949, 0.2910, -0.4221], [0.1912, -0.2333, 0.1442], [0.0420, -0.1710, 0.2185], [0.4284, -0.5202, -0.2043], [-0.1464, 0.6749, 0.9398], [0.1342, 0.2922, -0.5113], [-0.1551, -0.6164, 0.0949], [-0.0669, 0.2847, -0.0139], [0.0763, 0.2400, -0.1708], [0.1694, 0.1900, -0.0613], [-0.6445, -0.1933, -0.4208], [0.6031, 0.0272, 0.1305], [-0.2223, -0.0028, 0.0834], [-0.2720, 0.0647, -0.1393], [-0.1784, -0.0705, -0.1967], [0.0216, 0.0298, -0.0268], [-0.0772, -0.0238, -0.0445], [-0.0448, -0.0135, -0.0392], [-0.0120, -0.0041, -0.0036], [-0.0278, -0.0028, -0.0041], [0.0329, 0.1447, 0.0537], [-0.0076, -0.0070, -0.0121], [0.0556, 0.0290, 0.0053], [-0.0051, 0.0607, -0.0471], [0.0214, -0.0551, -0.0109], [0.0007, -0.0193, -0.0238], [0.0369, -0.1033, 0.0070], [-0.0031, -0.0219, 0.0562], [-0.0490, -0.0353, 0.1014], [-0.0064, -0.0110, -0.0075], [-0.0543, -0.0482, 0.0007], [-0.0155, -0.0180, -0.0327], [-0.0255, -0.0272, 0.0156], [0.0618, 0.0092, -0.0273], [0.0251, -0.0031, -0.0266], [0.0177, -0.0296, -0.0163], [0.0132, -0.0313, 0.0363], [0.0069, -0.0345, 0.0480], [0.0683, -0.0293, 0.0331], [-0.0412, 0.0783, 0.0450], [0.0798, 0.0736, 0.1186], [0.0026, 0.0186, 0.0107], [0.1298, 0.2174, 0.0757], [0.0154, -0.2712, -0.0147], [-0.1221, 0.1572, 0.1054], [0.0425, -0.1373, -0.0041], [0.1044, -0.1787, -0.1478], [0.1163, -0.0720, 0.2329], [0.0599, 0.0857, -0.0831], [0.4520, 0.8614, -0.1899], [-0.4747, -0.5747, 0.4953], [-0.2514, -0.2056, 0.0881], [0.2187, 0.1280, -0.0223], [-0.1354, 0.0197, -0.1134], [-0.1179, -0.1374, 0.0726], [0.0025, 0.0183, 0.1524], [0.1206, 0.0983, -0.0903], [-0.1971, -0.0206, 0.0044], [0.0396, 0.0349, -0.0016], [0.0956, -0.2188, 0.0106], [0.1930, 0.0039, -0.3331], [-0.0080, 0.0019, -0.3524], [-0.0959, 0.0384, 0.0253], [0.2415, -0.3834, -0.2525], [-0.3754, 0.1360, 0.2792], [0.2339, 0.2742, -0.0472], [-0.1291, -0.1798, -0.0487], [0.0327, -0.1612, -0.0771], [-0.2437, 0.4256, 0.3116], [0.4457, -0.2357, -0.4281], [0.0380, 0.1899, 0.0916], [-0.3239, -0.3469, 0.1431], [-0.3115, 0.5069, 0.8974], [0.2673, 0.2047, -0.0286], [0.0504, 0.2036, -0.1120], [-0.0776, -0.0986, 0.0984], [0.1500, 0.1408, -0.0651], [-0.0386, -0.1053, 0.0189], [-0.0193, 0.0608, -0.0192], [-0.1597, 0.0142, -0.0721], [-0.0687, -0.0432, -0.0158], [-0.0203, -0.0073, -0.0014], [-0.0286, -0.0057, -0.0594], [-0.0065, -0.0039, -0.0148], [-0.0137, 0.0104, -0.0043], [-0.0259, -0.0080, -0.0260], [-0.0629, -0.0115, -0.0351], [0.0433, -0.0198, -0.0075], [0.0282, -0.0623, -0.0271], [0.0073, -0.0004, 0.0019], [0.0048, 0.0187, 0.0012], [0.0073, 0.0039, 0.0098], [0.0391, -0.0205, 0.1234], [-0.0391, 0.0380, -0.0061], [0.0396, -0.0120, -0.0057], [-0.0500, -0.0189, -0.0179], [0.0004, 0.0157, 0.0054], [0.0062, -0.0360, -0.0009], [-0.0373, -0.0035, 0.0203], [0.0146, -0.0121, 0.0307], [0.0263, 0.0083, -0.0268], [-0.0124, -0.0191, 0.0247], [0.0126, 0.0047, -0.0087], [0.0074, 0.0235, 0.0061], [0.0116, -0.0284, -0.0219], [-0.0318, -0.0811, 0.0077]],
  "mulliken_spin": [0.008, 0.000, 0.000, 0.000, 0.000, 0.001, 0.000, 0.000, 0.000, 0.000, 0.000, 0.000, -0.001, 0.000, 0.000, 0.000, 0.000, 0.000, 0.000, 0.000, 0.000, 0.000, 0.000, 0.000, 0.000, 0.000, 0.000, 0.000, 0.000, 0.000, 0.000, 0.000, 0.000, 0.000, 0.000, 0.000, 0.000, 0.000, 0.000, 0.000, 0.000, 0.000, 0.000, 0.000, 0.000, -0.001, 0.001, 0.001, 0.003, 0.005, 0.001, 0.005, 0.034, -0.006, 0.002, 0.000, 0.001, 0.002, 0.000, 0.003, 0.015, -0.010, 0.066, 0.113, -0.004, 0.167, 0.049, 0.017, 0.251, -0.054, 0.126, 0.132, 0.020, -0.003, -0.015, -0.002, 0.001, -0.001, 0.001, 0.000, 0.000, 0.000, 0.000, 0.000, 0.000, 0.000, 0.000, -0.007, 0.000, 0.001, 0.000, 0.000, 0.000, 0.000, 0.002, 0.040, 0.002, 0.003, 0.002, -0.010, 0.038, 0.000, 0.000, 0.000, 0.000, 0.000, 0.000, 0.000],
  "e_tot_ha": -5275.87075,
  "multiplicity": 2,
  "e_homo_ev": [-15.309, -15.306],
  "e_lumo_ev": [-8.50, -11.30],
  "molar_mass_g_mol": 849.7,
  "total_charge": 3
}